No. 1
The molecule C28H25FN4O4 in a non-equilibrium geometry, computed with ωB97M-V/def2-TZVPD.

Each line ends with the Mulliken charge.
Element x y z (Å)
N -6.149 -0.993 0.861  -0.234
C -5.683 -2.081 0.220  0.228
O -6.419 -2.945 -0.207  -0.664
C -4.166 -2.226 0.085  -0.466
H -3.962 -2.487 -0.955  0.197
H -3.879 -3.088 0.692  0.396
C -3.332 -1.019 0.505  -0.993
N -3.569 0.125 -0.364  0.051
C -3.906 1.340 0.113  0.634
O -4.508 1.484 1.162  -0.736
C -3.462 2.484 -0.788  -1.261
C -2.050 2.235 -1.255  0.121
C -1.796 1.991 -2.582  -0.191
C -0.505 1.685 -3.038  -0.785
C 0.534 1.619 -2.157  -0.868
C 0.324 1.860 -0.783  0.691
C 1.391 1.800 0.138  -0.569
C 1.179 2.026 1.468  -0.343
C -0.111 2.314 1.935  -1.299
C -1.164 2.386 1.066  -0.632
C -0.983 2.167 -0.316  1.345
H -2.146 2.616 1.448  0.421
H -0.267 2.488 2.989  0.433
H 2.000 1.997 2.171  0.435
H 2.381 1.578 -0.236  0.426
H 1.532 1.379 -2.496  0.423
H -0.348 1.492 -4.088  0.430
H -2.603 2.035 -3.299  0.395
H -3.549 3.418 -0.231  0.313
H -4.135 2.539 -1.646  0.398
H -3.086 0.095 -1.251  0.341
C -1.842 -1.279 0.472  0.287
C -1.188 -1.472 -0.721  0.309
C 0.207 -1.535 -0.799  -1.928
C 0.997 -1.419 0.375  1.535
N 2.336 -1.433 0.331  -0.112
H 2.754 -1.545 -0.589  0.421
C 3.225 -1.188 1.444  -0.536
C 4.586 -0.824 0.913  -0.230
C 5.102 0.453 1.089  -0.084
C 6.343 0.790 0.579  -0.860
C 7.058 -0.168 -0.115  0.383
C 6.566 -1.447 -0.311  -0.705
C 5.326 -1.767 0.208  -0.269
H 4.929 -2.761 0.065  0.461
H 7.150 -2.168 -0.859  0.438
F 8.268 0.152 -0.613  -0.327
H 6.755 1.778 0.710  0.452
H 4.533 1.194 1.630  0.369
H 2.835 -0.371 2.058  0.374
H 3.298 -2.089 2.071  0.414
C 0.297 -1.285 1.594  -0.783
C -1.069 -1.199 1.637  -0.918
H -1.561 -1.063 2.588  0.436
H 0.857 -1.232 2.512  0.431
N 0.762 -1.656 -2.092  1.338
O 0.008 -1.679 -3.048  -0.694
O 1.985 -1.722 -2.217  -0.815
H -1.730 -1.567 -1.651  0.644
H -3.608 -0.714 1.520  0.924
H -5.594 -0.192 1.129  0.169
H -7.150 -0.903 0.926  0.238

Computed properties:
Total charge = 0
Electronic energy = -46309.5097 eV
HOMO level = -8.42 eV
Structure (SMILES) = NC(=O)C[C@H](NC(=O)Cc1cccc2ccccc12)c1ccc(NCc2ccc(F)cc2)c([N+](=O)[O-])c1
Orbital gap = 7.7 eV

=====

No. 2
C10H29B2InNO9 as an isolated structure in a non-equilibrium geometry, computed with ωB97M-V/def2-TZVPD.

Each line ends with the Mulliken charge.
Element x y z (Å)
C -2.375 1.458 1.849  -0.634
C -3.200 1.109 0.474  0.255
O -2.282 0.272 -0.357  -0.472
C -3.642 2.467 -0.374  -0.913
In -1.949 3.121 -1.729  0.779
C -2.006 5.298 -2.353  -0.748
B -0.458 5.920 -2.252  0.476
O 0.639 5.122 -2.860  -0.538
O -0.240 7.232 -1.594  -0.544
O -0.120 2.685 -0.802  -0.366
N 0.132 3.505 0.234  0.222
O -0.877 4.055 0.647  -0.365
B -2.076 1.857 -3.614  0.222
O -3.339 1.990 -4.416  -0.541
O -0.984 0.953 -4.051  -0.544
H -1.220 1.441 1.553  -0.035
H -2.591 0.698 2.737  0.257
H -2.585 2.556 2.239  0.197
H -4.154 0.476 0.756  0.264
H -2.868 -0.101 -1.098  0.244
H -4.540 2.133 -1.080  0.214
H -4.044 3.334 0.301  0.244
H -2.795 5.919 -1.751  0.108
H -2.296 5.391 -3.507  0.147
H 1.220 4.836 -2.088  0.303
H 0.392 7.736 -2.213  0.288
H -3.302 2.916 -4.843  0.275
H -0.643 1.377 -4.901  0.224
C 1.990 -0.656 0.434  -1.071
C 1.594 -0.678 1.902  0.349
C 1.964 -2.000 2.556  -1.149
O 0.189 -0.472 2.015  -0.431
H 1.470 -1.444 -0.123  0.270
H 1.707 0.296 -0.027  0.174
H 3.069 -0.797 0.314  0.395
H 2.090 0.145 2.429  0.260
H 1.443 -2.835 2.074  0.152
H 1.662 -2.006 3.609  0.317
H 3.042 -2.180 2.500  0.391
H -0.260 -1.198 1.550  0.297
C 3.014 -5.499 0.153  -1.218
C 2.618 -5.520 1.621  0.654
C 2.987 -6.842 2.275  -1.431
O 1.212 -5.314 1.734  -0.553
H 2.494 -6.286 -0.405  0.323
H 2.730 -4.546 -0.308  0.291
H 4.092 -5.639 0.033  0.359
H 3.113 -4.698 2.148  0.205
H 2.467 -7.677 1.793  0.340
H 2.686 -6.848 3.328  0.355
H 4.065 -7.023 2.218  0.356
H 0.764 -6.040 1.269  0.345

Computed properties:
Total charge = -1
Electronic energy = -37284.5317 eV
HOMO level = -4.36 eV
Orbital gap = 6.7 eV

=====

No. 3
The molecule C4H6O2 in a non-equilibrium geometry, computed with ωB97M-V/def2-TZVPD.

Each line ends with the Mulliken charge.
Element x y z (Å)
O -0.103 -0.187 -1.707  -0.492
C -0.414 0.036 -0.357  0.512
C -0.055 1.419 0.091  -0.459
C 0.800 0.239 0.521  -0.812
C -0.928 -1.213 0.280  0.128
O -1.899 -1.475 0.934  -0.467
H 0.825 -0.446 -1.797  0.307
H -0.563 1.920 0.915  0.248
H 0.189 2.081 -0.734  0.228
H 0.624 0.018 1.571  0.202
H 1.543 -0.473 0.126  0.436
H -0.019 -1.918 0.157  0.169

Computed properties:
Total charge = 0
Electronic energy = -8337.1163 eV
HOMO level = -9.87 eV
Structure (SMILES) = O=CC1(O)CC1
Orbital gap = 10.6 eV

=====

No. 4
The molecule C2H4N4 in a non-equilibrium geometry, computed with ωB97M-V/def2-TZVPD.

Each line ends with the Mulliken charge.
Element x y z (Å)
N 2.000 -0.239 -0.067  -0.424
C 0.639 -0.028 0.178  0.310
N -0.142 -1.058 0.213  -0.498
N -1.400 -0.636 0.007  0.004
C -1.404 0.852 0.028  0.003
N -0.189 1.303 0.062  -0.489
H 2.661 0.439 0.269  0.238
H 2.241 -0.614 -0.982  0.223
H -2.022 -1.385 0.350  0.283
H -2.383 1.366 -0.059  0.349

Computed properties:
Total charge = 0
Electronic energy = -8097.9401 eV
HOMO level = -8.95 eV
Structure (SMILES) = Nc1nc[nH]n1
Orbital gap = 10.1 eV

=====

No. 5
A 2-piece molecular cluster, C7H12N2 overall in a non-equilibrium geometry, computed with ωB97M-V/def2-TZVPD.

Each line ends with the Mulliken charge.
Element x y z (Å)
C -2.042 2.114 -0.127  0.045
C 2.429 0.776 -0.767  0.264
C 0.486 -0.759 -0.875  0.529
C -3.086 1.076 -0.325  -0.566
C 3.343 0.939 0.318  -0.959
C -0.930 -2.456 0.253  -1.089
C -0.383 -1.826 -1.038  -0.254
N 1.408 -0.029 -0.766  0.111
N -1.605 0.989 -0.430  -0.284
H -1.824 3.128 0.119  0.359
H 2.579 1.325 -1.697  0.440
H -3.563 0.647 0.547  0.280
H -3.660 1.060 -1.242  0.278
H 4.362 0.698 -0.044  0.370
H 3.489 2.009 0.537  0.367
H 3.115 0.375 1.221  0.334
H -1.436 -3.385 -0.002  0.357
H -0.141 -2.675 0.971  0.398
H -1.657 -1.791 0.722  0.307
H 0.184 -2.612 -1.581  0.379
H -1.209 -1.542 -1.708  0.335

Computed properties:
Total charge = +2
Electronic energy = -10410.3057 eV
HOMO level (alpha / beta) = -17.31 / -17.31 eV
Orbital gap (alpha / beta) = 5.3 / 5.3 eV

=====

No. 6
C19H35AsN3O7ReS5Si as an isolated structure in a non-equilibrium geometry, computed with ωB97M-V/def2-TZVPD.

Each line ends with the Mulliken charge.
Element x y z (Å)
Re 0.101 -0.243 -0.109  0.147
S 1.749 1.670 3.334  -0.200
As 2.914 0.518 2.178  0.355
S 0.198 -1.568 1.679  0.128
S 2.257 0.561 0.042  -0.199
S 4.430 -0.718 2.530  -0.162
O -2.784 1.830 -3.138  -0.324
C -2.186 1.938 -4.434  -0.834
N -2.351 0.769 -5.244  -0.041
C -1.512 -0.308 -5.351  0.085
O -1.670 -1.183 -6.167  -0.565
C -0.360 -0.434 -4.387  -0.078
C 0.843 -0.934 -4.873  -0.262
C 1.889 -1.160 -3.997  -0.941
C 1.708 -0.893 -2.659  -0.099
N 0.529 -0.425 -2.176  -0.019
C -0.498 -0.212 -3.041  -0.148
H -3.742 1.888 -3.240  0.193
H -1.130 2.120 -4.256  0.480
H -2.595 2.789 -4.975  0.503
H -3.117 0.737 -5.902  0.272
H 0.937 -1.160 -5.929  0.538
H 2.840 -1.546 -4.339  0.441
H 2.501 -1.043 -1.942  0.513
H -1.428 0.148 -2.621  0.830
O -1.106 -2.722 1.312  -0.133
N -1.619 -2.715 0.160  0.390
O -1.208 -1.816 -0.608  -0.395
C -0.756 7.148 -0.512  -1.844
C -0.599 5.643 -0.472  1.712
C 0.617 5.211 0.315  -1.492
C -0.643 5.018 -1.849  -1.350
O -1.764 5.109 0.305  0.362
Si -3.308 4.936 0.201  -0.503
S -1.049 1.411 0.339  0.375
O -4.118 4.501 1.463  -0.080
C -3.891 4.393 2.949  1.717
C -3.825 5.814 3.470  -1.643
C -5.099 3.645 3.464  -1.637
C -2.605 3.631 3.186  -1.428
O -4.046 5.140 -1.161  0.419
C -5.449 5.375 -1.653  1.545
C -5.515 6.845 -2.002  -1.643
C -5.583 4.496 -2.875  -1.541
C -6.442 4.997 -0.572  -1.553
H 0.077 7.588 -1.060  0.465
H -0.762 7.567 0.496  0.393
H -1.681 7.432 -1.023  0.351
H 1.517 5.585 -0.177  0.476
H 0.678 4.121 0.371  0.286
H 0.587 5.613 1.329  0.360
H 0.230 5.344 -2.417  0.542
H -1.542 5.320 -2.395  0.226
H -0.630 3.927 -1.777  0.254
H -4.755 6.348 3.266  0.384
H -2.991 6.361 3.019  0.312
H -3.669 5.801 4.549  0.469
H -6.018 4.183 3.227  0.387
H -5.026 3.548 4.548  0.456
H -5.153 2.645 3.029  0.358
H -1.736 4.172 2.806  0.247
H -2.648 2.644 2.717  0.220
H -2.472 3.485 4.259  0.481
H -4.806 7.094 -2.792  0.363
H -5.304 7.465 -1.127  0.373
H -6.521 7.089 -2.349  0.452
H -4.786 4.712 -3.592  0.327
H -6.538 4.697 -3.364  0.468
H -5.572 3.437 -2.599  0.264
H -6.401 5.686 0.275  0.347
H -6.272 3.982 -0.206  0.344
H -7.448 5.040 -0.991  0.505

Computed properties:
Total charge = +2
Electronic energy = -164084.5792 eV
HOMO level = -13.97 eV
Orbital gap = 6.7 eV

=====

No. 7
A 8-piece molecular cluster, C39H40N8 overall in a non-equilibrium geometry, computed with ωB97M-V/def2-TZVPD.

Each line ends with the Mulliken charge.
Element x y z (Å)
N -6.778 -6.085 -3.028  -0.040
C -5.410 -5.845 -3.161  -0.479
C -4.774 -5.717 -1.894  -0.410
C -5.802 -5.873 -1.029  -0.262
C -7.038 -5.979 -1.685  -0.511
H -7.474 -6.013 -3.756  0.235
H -4.975 -5.915 -4.148  0.365
H -3.735 -5.575 -1.635  0.384
H -5.705 -5.807 0.045  0.357
H -8.037 -6.042 -1.278  0.362
N -0.991 0.516 -6.227  -0.555
C -1.628 0.965 -5.129  -0.173
C -2.158 2.207 -5.003  -0.290
C -2.063 3.111 -6.080  -0.240
C -1.455 2.651 -7.278  -0.356
C -1.001 1.312 -7.313  -0.166
H -1.803 0.313 -4.285  0.351
H -2.731 2.516 -4.141  0.348
H -2.474 4.104 -5.982  0.372
H -1.376 3.287 -8.148  0.348
H -0.558 0.899 -8.207  0.360
N 0.886 -8.101 5.287  -0.542
C -0.081 -8.795 4.565  -0.201
C -1.407 -8.647 4.819  -0.264
C -1.833 -7.848 5.857  -0.254
C -0.830 -7.075 6.564  -0.333
C 0.513 -7.261 6.273  -0.196
H 0.246 -9.368 3.710  0.347
H -2.142 -9.124 4.188  0.340
H -2.892 -7.778 6.057  0.373
H -1.139 -6.372 7.323  0.348
H 1.311 -6.729 6.770  0.382
N 5.497 3.965 -4.155  -0.525
C 4.459 3.180 -3.614  -0.181
C 4.738 1.971 -2.910  -0.272
C 6.071 1.575 -2.782  -0.295
C 7.092 2.405 -3.273  -0.308
C 6.761 3.519 -4.016  -0.196
H 3.415 3.438 -3.715  0.360
H 3.914 1.371 -2.554  0.359
H 6.295 0.728 -2.151  0.360
H 8.122 2.134 -3.090  0.338
H 7.488 4.257 -4.320  0.360
N 10.486 -3.793 1.509  -0.548
C 9.290 -3.380 1.922  -0.123
C 9.096 -2.114 2.469  -0.348
C 10.254 -1.237 2.546  -0.195
C 11.480 -1.662 2.098  -0.390
C 11.594 -2.971 1.643  -0.175
H 8.484 -4.099 1.901  0.356
H 8.121 -1.860 2.856  0.357
H 10.072 -0.296 3.045  0.355
H 12.333 -1.025 2.277  0.344
H 12.546 -3.417 1.397  0.367
N -1.231 0.112 1.875  -0.574
C 0.039 0.602 2.110  -0.115
C 1.120 -0.182 2.508  -0.490
C 0.916 -1.600 2.670  -0.222
C -0.419 -2.046 2.458  -0.367
C -1.416 -1.178 2.072  -0.102
H 0.131 1.669 1.970  0.393
H 2.134 0.145 2.330  0.336
H 1.657 -2.329 2.963  0.392
H -0.714 -3.084 2.406  0.348
H -2.463 -1.415 1.949  0.399
N 0.619 9.804 0.104  -0.544
C -0.087 8.971 0.802  -0.106
C -0.166 8.983 2.230  -0.338
C 0.610 9.968 2.915  -0.257
C 1.339 10.893 2.144  -0.366
C 1.258 10.798 0.749  -0.159
H -0.757 8.335 0.243  0.351
H -0.809 8.233 2.669  0.351
H 0.598 9.929 3.995  0.367
H 2.002 11.632 2.567  0.354
H 1.615 11.652 0.192  0.347
N -10.364 1.502 -0.949  -0.546
C -10.235 2.554 -0.142  -0.157
C -9.054 3.014 0.464  -0.349
C -7.884 2.304 0.203  -0.295
C -7.965 1.202 -0.597  -0.301
C -9.197 0.860 -1.166  -0.161
H -11.169 3.083 -0.021  0.371
H -9.028 3.922 1.048  0.349
H -6.970 2.475 0.753  0.374
H -7.119 0.572 -0.830  0.351
H -9.264 0.002 -1.817  0.363

Computed properties:
Total charge = 0
Electronic energy = -53007.7772 eV
HOMO level = -8.01 eV
Structure (SMILES) = c1cc[nH]c1.c1ccncc1.c1ccncc1.c1ccncc1.c1ccncc1.c1ccncc1.c1ccncc1.c1ccncc1
Orbital gap = 8.4 eV

=====

No. 8
The molecule C18H21N5O3 in a non-equilibrium geometry, computed with ωB97M-V/def2-TZVPD.

Each line ends with the Mulliken charge.
Element x y z (Å)
O 0.064 1.522 1.011  -0.651
C -0.411 1.938 -0.024  0.958
N -1.704 2.324 -0.122  -0.210
H -2.077 2.607 -1.014  0.270
C -2.651 2.163 0.964  -0.992
C -3.657 1.085 0.654  0.512
C -5.011 1.366 0.591  -0.774
C -5.954 0.385 0.289  -0.895
C -5.482 -0.880 0.042  0.946
C -4.116 -1.171 0.097  0.925
C -3.187 -0.210 0.401  -1.089
H -2.136 -0.441 0.453  0.623
O -3.923 -2.494 -0.191  -0.500
C -5.208 -3.035 -0.411  -0.250
O -6.175 -2.015 -0.278  -0.471
H -5.260 -3.463 -1.424  0.245
H -5.406 -3.829 0.328  0.246
H -7.007 0.606 0.247  0.420
H -5.353 2.371 0.789  0.330
H -2.057 1.889 1.841  0.310
H -3.154 3.115 1.155  0.424
C 0.358 2.132 -1.344  -1.304
N 1.639 1.510 -1.528  0.199
C 1.690 0.063 -1.570  -0.999
C 2.004 -0.583 -0.209  -0.641
N 3.209 0.008 0.320  -0.007
C 4.387 -0.633 0.301  0.535
N 5.482 0.063 0.656  -0.479
C 6.621 -0.595 0.689  -0.087
C 6.725 -1.943 0.373  -0.636
C 5.538 -2.565 0.010  -0.098
N 4.383 -1.936 -0.033  -0.472
H 5.506 -3.614 -0.264  0.419
H 7.663 -2.469 0.403  0.368
H 7.487 -0.010 0.978  0.420
C 3.112 1.438 0.491  -0.580
H 4.058 1.810 0.881  0.512
C 2.797 2.080 -0.871  -0.920
H 2.651 3.155 -0.755  0.443
H 3.656 1.914 -1.533  0.381
H 2.301 1.642 1.195  0.168
H 2.158 -1.655 -0.320  0.463
H 1.194 -0.388 0.498  0.298
H 0.743 -0.318 -1.959  0.437
H 2.489 -0.213 -2.269  0.382
H -0.292 1.782 -2.157  0.470
H 0.493 3.212 -1.472  0.352

Computed properties:
Total charge = 0
Electronic energy = -32599.6694 eV
HOMO level = -7.51 eV
Structure (SMILES) = O=C(CN1CCN(c2ncccn2)CC1)NCc1ccc2c(c1)OCO2
Orbital gap = 8.2 eV

=====

Question: Which value of electronic energy does entry 5 give?
Answer: -10410.3057 eV